[1]
Entry from the Open Molecules 2025 dataset: the molecule C4H7N (wB97M-V/def2-TZVPD).

Last column: natural (NBO) charge in e.
Element x y z (Å)
C: -2.0919 -0.1686 -0.7572  -0.391
C: -1.3228 0.1890 0.4597  -0.603
C: 0.1462 -0.2057 0.6623  0.163
N: 1.0270 0.3033 -0.2058  -0.469
C: 2.3201 -0.1268 -0.1285  -0.069
H: -1.1270 0.9177 -0.3295  0.304
H: -2.7472 -0.9614 -0.6032  0.168
H: -2.0721 0.3232 -1.7384  0.191
H: -1.6637 0.8082 1.3684  0.182
H: 0.5062 -0.7002 1.5775  0.162
H: 2.5809 -1.0608 0.4885  0.169
H: 3.0240 0.4238 -0.7412  0.192

Kohn-Sham gap = 0.168 hartree
molar mass = 69.11 u
HOMO level = -6.47 eV

[2]
Entry from the Open Molecules 2025 dataset: a cluster of 3 separate species, C4H5NO2 in total (wB97M-V/def2-TZVPD).

Last column: natural (NBO) charge in e.
Element x y z (Å)
N: -0.4459 0.0427 0.5343  -0.674
C: -0.7277 0.8698 -0.3592  0.879
C: -2.7037 -0.3882 0.0093  0.307
C: 1.6273 0.5177 0.3105  -0.167
C: 2.4010 -0.4458 -0.1304  -0.503
O: -0.8600 1.8854 -0.9086  -0.470
O: -2.8159 -1.5597 -0.1134  -0.509
H: -0.3142 -0.9342 0.3098  0.429
H: -3.5563 0.3040 0.2327  0.123
H: 1.8971 1.4677 0.7546  0.185
H: 3.4891 -0.3985 -0.0664  0.209
H: 2.0093 -1.3610 -0.5731  0.192

Kohn-Sham gap (alpha / beta) = 0.309 / 0.270 hartree
molar mass = 99.09 u
HOMO level (alpha / beta) = -7.84 / -7.29 eV

[3]
Entry from the Open Molecules 2025 dataset: a structure of composition C46H36Cl4GeN6O3SY (wB97M-V/def2-TZVPD).

Last column: Mulliken charge in e.
Element x y z (Å)
Y: 12.1128 12.6170 13.1596  0.665
O: 14.0359 12.9373 16.0719  0.547
S: 13.4294 14.3315 16.1836  0.213
O: 14.3451 15.4291 16.0646  -0.579
N: 12.3168 14.3102 14.9759  1.326
C: 11.5737 15.4724 14.8273  -0.136
C: 11.7477 16.6796 15.5776  -0.998
C: 10.7945 17.7173 15.4722  -1.077
C: 9.7594 17.6705 14.5643  -1.107
C: 9.6667 16.5712 13.6615  0.990
C: 8.7172 16.5237 12.6402  -0.544
C: 8.6134 15.4115 11.7993  -1.351
C: 9.4662 14.3178 12.0107  -0.418
N: 10.3735 14.3356 13.0086  0.655
C: 10.5367 15.4453 13.8234  0.363
C: 12.6099 14.3863 17.7864  0.145
C: 13.3419 14.8973 18.8438  -0.350
C: 12.7483 15.0288 20.1129  -0.815
C: 11.4358 14.6484 20.3142  -0.563
C: 10.7203 14.0957 19.2567  -0.725
C: 11.2981 13.9695 17.9853  -0.472
H: 12.5987 16.7925 16.2003  0.830
H: 10.9333 18.6104 16.0810  0.454
H: 9.0027 18.4456 14.5127  0.466
H: 8.0291 17.3838 12.5322  0.454
H: 7.8515 15.3466 11.0364  0.520
H: 9.4454 13.4475 11.3775  0.726
H: 14.3673 15.2393 18.7074  0.466
H: 13.3191 15.4373 20.9071  0.528
H: 10.9485 14.7322 21.2842  0.441
H: 9.6855 13.7286 19.4021  0.407
H: 10.6856 13.5578 17.1942  0.464
C: 14.4149 8.5869 12.1706  -0.943
C: 13.8419 9.7072 12.8025  0.125
N: 13.3290 10.7427 12.1224  0.765
C: 13.4827 10.7818 10.7560  -0.041
C: 14.0226 9.6583 10.0670  0.983
C: 14.5216 8.5376 10.7808  -0.738
C: 14.0028 9.6627 8.6059  -1.065
C: 13.4970 10.7261 7.9282  -0.972
C: 13.0604 11.9067 8.6158  1.033
C: 12.7024 13.0835 7.9281  -0.661
C: 12.2900 14.1925 8.6606  -1.115
C: 12.1948 14.1183 10.0519  -0.248
N: 12.4765 12.9917 10.7459  0.790
C: 13.0193 11.9234 10.0524  -0.347
H: 14.7896 7.7717 12.7870  0.543
H: 13.8702 9.7656 13.8885  -0.003
H: 14.9731 7.7064 10.2570  0.511
H: 14.3736 8.8089 8.0720  0.472
H: 13.4410 10.6450 6.8537  0.466
H: 12.7870 13.0965 6.8407  0.493
H: 12.0344 15.1128 8.1399  0.461
H: 11.8057 14.9563 10.6300  0.464
Cl: 8.5363 9.9232 15.3649  -0.068
C: 7.9688 10.7504 13.8115  0.616
Cl: 7.1179 12.3399 14.3485  -0.040
Cl: 6.9390 9.6998 12.8250  -0.006
C: 9.1418 11.0598 13.0837  0.024
N: 10.2109 11.3031 12.6215  -0.445
Ge: 14.9247 11.5832 17.2879  0.435
C: 16.7979 11.8264 16.8597  0.518
C: 17.5208 11.1485 15.8885  0.429
C: 18.9148 11.3142 15.7474  -0.975
C: 19.5900 12.2159 16.5740  -0.520
C: 18.8583 12.9740 17.5012  -0.782
C: 17.4766 12.7590 17.6596  -0.432
C: 14.1415 9.8106 16.8749  0.264
C: 12.9280 9.4893 17.5441  -0.276
C: 12.4980 8.1695 17.7123  -0.811
C: 13.2964 7.1242 17.2431  -0.427
C: 14.5136 7.3936 16.5732  -0.900
C: 14.8859 8.7208 16.3587  -0.069
H: 14.4149 12.1421 18.6257  -0.006
H: 17.0295 10.4371 15.2186  0.184
H: 19.4131 10.7621 14.9583  0.451
H: 20.6488 12.3263 16.4644  0.455
H: 19.3331 13.6919 18.1343  0.487
H: 16.9579 13.3293 18.4499  0.273
H: 12.2339 10.3180 17.8295  0.466
H: 11.5270 7.9440 18.1459  0.469
H: 13.0169 6.0870 17.4485  0.428
H: 15.1308 6.5827 16.2299  0.523
H: 15.8038 8.9469 15.8022  0.286
Cl: 18.4983 13.7214 13.1889  -0.157
C: 16.8782 14.3777 13.0714  0.002
C: 16.6673 15.7585 13.0591  -0.351
C: 15.3511 16.2376 12.9123  -1.116
C: 14.2990 15.3072 12.7600  -0.121
N: 14.4810 13.9536 12.8478  0.599
C: 15.7472 13.5139 12.9484  -0.655
H: 17.5163 16.4430 13.0780  0.459
H: 15.1463 17.2879 13.0216  0.504
H: 13.2626 15.5963 12.6667  0.351
H: 15.9134 12.4323 12.9817  0.509
O: 11.7579 10.9887 15.0311  -0.030
H: 12.3042 10.1973 15.1818  0.050
H: 10.9330 10.7684 15.4981  -0.095

Kohn-Sham gap = 0.246 hartree
molar mass = 1056.23 u
net charge = +3
HOMO level = -14.83 eV

[4]
Entry from the Open Molecules 2025 dataset: the molecule C2H3N2O2P (wB97M-V/def2-TZVPD).

Last column: natural (NBO) charge in e.
Element x y z (Å)
C: -0.0696 -0.2322 -0.1244  -0.983
P: -0.7500 -0.5053 1.5863  0.891
C: 0.7810 -0.6332 2.5398  -0.111
N: 1.6697 -0.7045 3.2540  -0.235
N: -0.8564 1.5432 2.2221  0.385
O: -1.2387 1.3849 3.3847  -0.400
O: -0.7919 2.5908 1.6330  -0.336
H: 0.9655 0.0086 -0.1301  0.257
H: -0.2263 -1.2264 -0.5175  0.248
H: -0.7530 0.1974 -0.9322  0.283

SMILES string = CP(C#N)[N+](=O)[O-]
Kohn-Sham gap = 0.333 hartree
molar mass = 118.03 u
HOMO level = -10.36 eV

Q: molar mass of number 1 (C4H7N)?
A: 69.11 u

Q: The highest molar mass belongs to which entry?
A: C46H36Cl4GeN6O3SY

Q: Look up the molar mass of the fourth one.
A: 118.03 u